# 1
ORCA calculation (ωB97M-V with the def2-TZVPD basis set) on a structure of composition C3H6BrClIN at a distorted geometry.

XYZ file:
```
13
Properties=species:S:1:pos:R:3:forces:R:3
H -1.89662 -0.04109 -1.41916 1.26 -0.85 0.03
I 2.38010 -1.30673 0.00294 0.27 -0.61 0.17
H -0.61059 -1.35037 -1.23542 -0.09 -2.98 0.53
Cl 1.83441 1.56164 1.35963 0.09 -0.19 -0.45
C -0.82893 -0.18007 1.22506 0.27 2.28 3.64
C -0.82361 -0.34905 -1.17913 -0.93 2.97 -1.52
N -0.48462 0.38304 -0.02578 3.61 0.86 0.27
C 1.53496 0.57761 -0.05335 -3.66 0.32 0.11
H -0.11297 -0.86591 1.73793 -0.09 0.18 -0.69
H -0.93459 0.75460 1.99781 0.17 -2.30 -1.58
H -1.78363 -0.68990 1.26918 -0.32 -0.06 -0.56
Br 1.89044 1.45615 -1.72373 0.04 0.16 0.45
H -0.16435 0.05009 -1.95596 -0.63 0.22 -0.41
```
Positions in Å, forces in eV/Å.

Computed properties:
total charge	0
ΔE to the lowest compared entry with this formula, charge and spin	48.8	kcal/mol

# 2
ORCA calculation (ωB97M-V with the def2-TZVPD basis set) on a cluster of 2 separate species, C4H9N2S2 in total at a distorted geometry.

XYZ file:
```
17
Properties=species:S:1:pos:R:3:forces:R:3
C -0.69356 -0.73151 0.03314 0.55 -0.73 4.90
H -1.67678 -2.75548 2.32012 -1.88 -0.59 0.65
N -0.70638 -1.28230 1.36265 -0.38 5.75 -4.01
S -0.46498 -1.90944 -1.08080 -0.43 -0.70 -1.22
H 0.00078 -2.88142 2.34893 1.29 -0.75 0.33
H -1.17983 2.83987 -1.80777 -2.04 0.50 -0.36
C 1.52278 1.30015 -0.67690 1.40 1.82 0.61
N 0.16557 1.66103 -1.07428 0.67 -2.95 1.79
H 2.29377 1.11983 -1.43748 -0.68 0.31 -0.38
H 1.64334 0.46695 0.00284 -0.93 -0.58 -0.02
C -0.17102 2.71640 -1.61798 1.25 1.12 -0.72
C -0.82194 -2.60942 1.74848 0.38 -1.66 -2.36
S -0.97407 -3.59420 0.05748 0.42 1.06 1.58
H -0.74730 -0.53785 2.05739 -0.07 -0.52 0.10
H 0.50909 3.49669 -1.93928 0.31 0.08 -0.04
H -0.58032 0.56789 -0.25226 -0.05 -2.03 -0.44
H 1.88085 2.13282 -0.04429 0.18 -0.15 -0.42
```
Positions in Å, forces in eV/Å.

Computed properties:
total charge	+1
ΔE to the lowest compared entry with this formula, charge and spin	74.9	kcal/mol

# 3
ORCA calculation (ωB97M-V with the def2-TZVPD basis set) on a structure of composition C15H23Cl2LaP at a distorted geometry.

XYZ file:
```
42
Properties=species:S:1:pos:R:3:forces:R:3
P -0.16266 -2.04619 0.34284 -0.29 -0.01 -0.19
H 1.67373 -3.56822 0.72556 -0.22 -0.12 0.19
C 0.64174 -3.51679 1.10094 0.07 -0.09 0.13
C -4.09482 -3.03322 1.23869 0.11 -0.04 -0.01
C -3.30479 -1.45395 2.89262 0.01 -0.18 -0.17
H -1.28238 -2.25597 -1.81359 0.23 -0.16 0.10
C 2.06799 3.18892 -0.31549 -0.09 -0.20 -0.49
H 4.10797 3.72417 -0.13733 0.32 0.04 -0.42
C -0.48832 -2.81219 -1.30321 0.17 0.18 -0.11
La -0.39552 1.95169 0.26267 -2.09 -1.73 2.70
C -1.82374 -2.19533 1.11958 -0.08 0.00 0.13
H 4.76185 2.16913 -2.10840 0.23 -0.11 0.10
C 2.87588 1.15142 -2.24602 1.09 -0.93 0.31
H 0.08921 -4.42413 0.81894 0.23 0.09 0.22
H -2.65457 -3.69355 -0.21436 -0.06 0.23 0.08
H 0.64844 -3.39807 2.19196 0.11 -0.12 -0.25
H -3.47130 -0.87575 3.79890 -0.01 0.00 -0.24
H -1.27410 -0.75167 2.64531 -0.22 -0.16 -0.13
H -5.31863 -2.24594 2.83707 0.34 -0.01 -0.14
H 1.59961 4.05696 0.17280 0.54 0.05 -0.20
C 1.51088 1.65848 -2.16880 -0.16 -0.95 -0.91
C -2.83684 -3.03661 0.63235 -0.07 0.37 0.47
H 2.85408 0.10699 -1.87533 0.21 0.36 0.01
C 3.91142 1.99294 -1.45086 0.35 -0.52 -0.28
C -2.06211 -1.40369 2.25531 -0.35 -0.32 -0.12
C -4.33120 -2.24633 2.36745 0.16 0.06 0.01
H 0.43551 -2.71280 -1.89053 -0.25 -0.11 0.04
H -4.89111 -3.65453 0.81994 0.22 0.19 0.19
H -0.74405 -3.87460 -1.20119 0.06 0.19 -0.13
H 0.71279 1.09357 -2.59868 -0.31 -0.03 -1.11
C 1.18833 2.66692 -1.41844 -0.29 2.95 -0.08
H -1.38994 4.43083 0.75303 -0.58 -0.52 0.76
H 4.25096 1.35278 -0.63230 0.11 0.32 0.13
H 3.21914 1.02871 -3.28653 -0.38 0.24 0.12
H 3.32671 4.06371 -1.73988 0.48 0.08 0.09
C -2.01200 3.45740 0.72900 0.69 1.79 -2.32
H 2.13855 2.40022 0.44696 0.14 0.21 0.16
C 3.44943 3.34515 -0.92422 -0.54 0.34 0.44
H -2.38515 3.61265 -0.36797 -0.27 -0.44 1.04
Cl -1.54854 0.37423 -1.52986 -0.73 -0.76 -1.01
Cl 0.79805 2.19658 2.58631 0.75 -0.16 1.59
H 0.20950 3.17604 -1.51525 0.38 -0.01 -0.70
```
Positions in Å, forces in eV/Å.

Computed properties:
total charge	-1

# 4
ORCA calculation (ωB97M-V with the def2-TZVPD basis set) on a cluster of 2 separate species, C32H36BNO2S in total at a distorted geometry.

XYZ file:
```
73
Properties=species:S:1:pos:R:3:forces:R:3
C -0.30807 5.50505 -0.91602 0.24 0.31 0.04
H -0.38928 0.47387 0.06872 0.43 0.38 -0.09
H 3.12717 -2.11156 4.95838 -0.24 -0.01 -0.11
C -1.78261 0.52971 1.65863 -0.39 0.01 -0.15
H -0.70427 2.95426 -4.27473 0.04 -0.15 0.11
C 3.91571 1.31252 0.81192 -0.31 -0.45 0.60
H 1.18961 -5.99486 -0.02233 -0.09 0.08 0.04
C 2.12818 -2.02465 4.52845 -0.16 -0.03 0.43
H -2.03889 -3.20475 -4.35949 -0.34 0.53 -0.56
N 0.58249 -0.07888 1.91695 -1.12 -0.05 -0.32
H -1.98268 -4.66366 1.11005 -0.01 0.09 0.30
H -3.24270 0.07607 -0.24859 -0.13 -0.23 0.08
H 0.61497 1.84196 -3.82777 -0.15 0.24 0.08
C 0.95673 -3.34213 0.15341 0.73 1.95 -0.72
C 0.54214 -0.90255 3.05093 1.40 0.19 -0.40
H 0.87727 5.05779 -3.79700 0.28 0.09 -0.02
H -1.04684 5.77459 -0.15097 -0.09 0.00 -0.40
C 0.02404 -4.30035 0.62772 -2.31 -0.02 0.82
S -1.55885 -2.77214 -1.87213 -0.46 0.29 -0.24
H 4.39660 1.91856 0.04188 -0.21 -0.23 0.18
C 0.37057 3.47741 -2.45804 -0.22 -0.24 -0.17
H -3.60865 -2.41997 -4.68505 0.23 0.23 0.17
C 1.91651 0.34972 1.76730 0.27 -0.50 0.57
O 1.13906 2.71698 -1.50311 0.15 0.18 0.20
C 2.71250 -0.18205 2.82536 -0.27 -0.15 -0.61
C -0.14105 -2.82963 4.28178 0.22 0.56 0.24
C -2.46827 -1.77740 -2.92932 -0.71 0.32 0.64
H -2.04743 4.95769 -3.05057 -0.09 -0.08 0.19
H 5.76613 0.93202 1.86352 -0.21 -0.16 -0.04
C -0.69745 -1.53499 0.39701 -0.71 0.39 1.44
H -2.07404 -1.53693 -5.04172 -0.25 -0.27 0.14
H -3.65342 0.05681 -2.69937 -0.18 -0.24 -0.05
C 4.69375 0.74178 1.84127 -0.19 -0.05 0.07
H -1.59941 0.47345 2.72644 -0.19 0.07 0.03
C 1.39133 4.33183 -3.15850 0.07 0.47 -0.42
H -2.41501 -2.17548 1.66945 0.10 -0.19 -0.24
H 1.97667 -3.63859 -0.08740 -0.26 -0.02 -0.17
H -1.49606 -1.55856 3.18005 0.36 -0.35 0.03
H 1.93109 1.37872 -0.08507 0.53 -0.05 0.28
H -0.87779 -3.60794 4.43843 -0.12 0.18 0.31
C 2.53677 1.07180 0.76337 0.32 0.01 -0.78
H -0.46439 -6.36739 0.47514 0.08 -0.05 0.07
C -2.08333 4.26495 -2.19756 -0.30 -0.05 -0.36
C 1.84511 -1.00782 3.61813 -0.62 -0.66 -0.39
H 1.32192 -3.76319 5.55338 0.13 0.16 -0.29
H -1.78156 1.58772 1.36015 0.02 -0.28 0.14
H -2.77102 0.12475 1.43157 0.22 0.04 0.42
H 0.62182 5.41376 -0.33372 -0.06 -0.11 -0.50
H -2.40316 3.28602 -2.57172 0.04 0.24 0.12
C -1.72739 -2.50257 0.89355 0.34 0.35 -0.03
C -0.65071 -0.16370 0.91383 3.17 1.54 2.23
H 4.69930 -0.60228 3.56873 -0.24 0.40 -0.31
H -0.20871 6.31419 -1.64659 -0.03 -0.04 0.11
H 1.17152 -1.37275 -0.64836 0.32 0.00 0.36
C -1.90976 -1.75303 -0.42495 -1.57 -1.58 -2.28
H 0.77501 -6.04001 1.68469 0.02 0.14 0.06
H -0.91742 1.75388 -2.96116 0.17 0.32 -0.02
O -0.80121 3.29409 -0.39427 -0.45 0.17 -0.48
C -2.57845 -2.23370 -4.35152 0.64 -0.40 0.16
C 0.55588 -2.07344 -0.09326 1.65 -0.76 0.24
C -0.20927 2.45201 -3.43394 -0.14 -0.13 -0.19
C 0.40598 -5.74814 0.70008 -0.12 -0.24 -0.18
C 4.10060 -0.06810 2.81868 0.24 0.67 -0.22
H 2.02807 3.68891 -3.78680 -0.31 0.21 0.14
C -3.10054 -0.74414 -2.22128 0.42 -0.32 0.14
H -2.83908 4.60933 -1.48486 0.21 0.07 -0.07
B 0.39364 2.68516 -0.38527 -0.28 -1.58 1.32
C 1.13779 -2.94982 4.85142 -0.13 0.06 -0.20
C -2.88704 -0.74908 -0.83823 0.51 0.34 -1.32
C -0.72620 4.17987 -1.55047 0.36 0.45 -0.12
H 2.06854 4.82862 -2.45391 -0.39 0.08 -0.09
C -0.46976 -1.73514 3.48535 -0.62 -0.57 0.23
C -1.25273 -3.88446 0.90933 0.69 -1.61 -0.21
```
Positions in Å, forces in eV/Å.

Computed properties:
total charge	0
ΔE to the lowest compared entry with this formula, charge and spin	98.0	kcal/mol

no.,E_LUMO (eV),HOMO (eV)
1,-0.22,-8.83
2,-4.45,-12.98
3,2.66,-2.01
4,-1.87,-4.66